ORCA calculation (wB97M-V/def2-TZVPD) on a molecular structure, C14H25Cl3O2Zr in a non-equilibrium geometry.

Last column: natural (NBO) charge in e.
Atoms and positions in Å:
1 C -0.65177 0.89385 -2.78304  -0.1023
2 C -0.82138 -0.49742 -3.06105  -0.1093
3 C 0.45430 -1.13955 -2.98266  -0.1424
4 C -2.08921 -1.21376 -3.21786  -0.7090
5 C 1.42865 -0.12275 -2.72962  -0.1390
6 C 0.74253 1.13423 -2.63820  -0.1552
7 C 1.38526 2.44860 -2.45480  -0.6145
8 C -1.75374 1.88375 -2.70178  -0.6323
9 C 0.71034 -2.55784 -3.27455  -0.6222
10 C 2.87656 -0.33631 -2.53293  -0.6165
11 Zr -0.65856 0.02441 1.09286  2.1039
12 Cl -2.03480 -2.15098 -0.53714  -0.6866
13 Cl -3.01283 -0.20042 1.31910  -0.5394
14 Cl 0.98817 -1.63316 0.43816  -0.5396
15 H -2.96638 -0.53991 -3.23537  0.1747
16 H -2.21451 -1.85757 -2.17629  0.2463
17 H -2.05377 -1.94946 -4.03980  0.1620
18 H -0.05002 -3.18777 -2.79744  0.2109
19 H 1.69647 -2.84865 -2.89916  0.1844
20 H 0.67810 -2.73250 -4.36467  0.1611
21 H 3.07381 -1.24963 -1.94269  0.1935
22 H 3.33487 0.52229 -2.01267  0.1812
23 H 3.37322 -0.43474 -3.51670  0.1606
24 H 2.35730 2.32808 -1.96074  0.1811
25 H 0.73985 3.10483 -1.85470  0.1792
26 H 1.55420 2.91503 -3.44224  0.1636
27 H -2.65714 1.43574 -2.25422  0.2002
28 H -2.04113 2.28152 -3.69371  0.1586
29 H -1.45940 2.73005 -2.06689  0.1868
30 O -0.34314 1.80493 0.25720  -1.0948
31 H 0.03385 2.67716 0.52123  0.4849
32 C 1.22371 -0.80091 4.75215  -0.6214
33 C -0.06257 -0.03549 4.39710  0.2666
34 C -1.29026 -0.85320 4.83805  -0.6253
35 C -0.05295 1.28287 5.13075  -0.6147
36 O -0.15680 0.20215 2.98608  -0.8963
37 H 1.27617 -1.02215 5.83181  0.1861
38 H 2.11720 -0.20521 4.52246  0.2075
39 H 1.24109 -1.76348 4.22890  0.2279
40 H -1.26454 -0.95718 5.93816  0.1823
41 H -2.22143 -0.34225 4.53513  0.2300
42 H -1.27583 -1.86345 4.38897  0.2213
43 H 0.85581 1.85008 4.92986  0.2033
44 H -0.91834 1.88704 4.85733  0.2146
45 H -0.09092 1.08914 6.20565  0.1883

The value obtained for the energy is -2126.7299 Eh. As for the lowest unoccupied orbital energy: 4.44 eV. The orbital gap is 0.1165 Eh. Its net charge is -2.